A single C7H8O molecule, computed with wB97M-V/def2-TZVPD.

XYZ file:
```
16
Properties=species:S:1:pos:R:3
C 1.084 -0.007 1.026
C 0.698 -1.078 0.138
C 1.057 0.772 -0.061
C -0.297 1.471 -0.200
C -1.530 0.935 0.150
C -1.734 -0.534 -0.037
C -0.758 -1.428 -0.025
H 0.430 0.255 1.899
H 2.092 -0.287 1.270
H 1.456 -1.985 0.275
H 1.721 1.650 -0.078
H -0.137 2.538 -0.301
H -2.315 1.732 0.261
H -2.845 -0.931 -0.111
H -1.027 -2.493 -0.476
O 1.188 -0.158 -1.086
```

Kohn-Sham gap: 8.973 eV
Total charge: 0

A molecular structure, C7H8O, computed with wB97M-V/def2-TZVPD.

XYZ file:
```
16
Properties=species:S:1:pos:R:3
C 1.847 -1.674 0.150
C 0.846 -0.080 -0.908
C -0.276 -0.021 -0.267
C -0.924 -0.582 0.879
C -1.759 0.144 1.750
C -0.958 1.229 -0.528
C -1.577 2.157 -0.851
H 1.833 -1.029 1.155
H 2.787 -2.163 0.156
H 1.120 -2.456 0.110
H 0.877 0.779 -1.473
H -0.633 -1.576 1.694
H -1.865 1.185 1.557
H -1.700 -0.384 2.844
H -1.991 3.454 -0.699
O 2.047 -0.606 -0.837
```

Kohn-Sham gap: 9.097 eV
Total charge: 0

A single C7H8O molecule, computed with wB97M-V/def2-TZVPD.

XYZ file:
```
16
Properties=species:S:1:pos:R:3
C -0.794 -2.016 2.626
C -0.520 -1.180 1.804
C 0.061 0.015 1.210
C 0.982 -0.047 -0.166
C 0.781 -0.257 -1.638
O -0.078 0.731 -2.171
C -0.568 1.516 -0.915
C -0.442 0.317 -0.079
H -1.231 -2.690 3.357
H 0.692 0.607 1.892
H 1.750 0.708 0.140
H 0.306 -1.188 -1.731
H 1.742 -0.280 -2.135
H -1.635 1.755 -1.187
H 0.085 2.423 -0.668
H -1.132 -0.415 -0.338
```

Kohn-Sham gap: 9.592 eV
Total charge: 0

A single C7H8O molecule, computed with wB97M-V/def2-TZVPD.

XYZ file:
```
16
Properties=species:S:1:pos:R:3
C -2.478 -0.503 0.574
O -1.778 0.658 0.081
C -0.487 0.466 -0.028
C -0.029 -0.695 -0.798
C 1.425 -0.864 -0.900
C 2.302 0.047 -0.362
C 1.773 1.065 0.444
C 0.456 1.270 0.520
H -2.181 -0.967 1.484
H -2.626 -1.245 -0.305
H -3.326 -0.259 0.701
H -0.737 -1.482 -1.237
H 1.781 -1.645 -1.490
H 3.530 0.099 -0.666
H 2.447 1.979 0.900
H -0.071 2.075 1.082
```

Kohn-Sham gap: 9.573 eV
Total charge: 0

A single C7H8O molecule, computed with wB97M-V/def2-TZVPD.

XYZ file:
```
16
Properties=species:S:1:pos:R:3
C 2.078 -0.150 1.382
C 0.929 -0.106 0.429
C 0.835 0.071 -0.986
C -0.415 0.103 -1.690
C -1.593 0.183 -0.927
O -2.893 0.583 -1.388
C -1.473 0.101 0.499
C -0.270 -0.253 1.145
H 1.800 0.321 2.372
H 3.033 0.123 0.875
H 2.210 -1.287 1.641
H 1.765 0.182 -1.547
H -0.523 0.054 -2.772
H -3.026 0.417 -2.357
H -2.302 0.253 1.180
H -0.156 -0.593 2.144
```

Kohn-Sham gap: 9.237 eV
Total charge: 0

A molecular structure, C7H8O, computed with wB97M-V/def2-TZVPD.

XYZ file:
```
16
Properties=species:S:1:pos:R:3
C 1.239 -1.295 -0.094
C 1.873 0.228 -0.275
C 1.092 1.277 -0.254
C -0.514 1.008 0.201
C -0.177 -0.897 -0.016
C -1.714 -0.858 -0.173
C -1.896 0.499 -0.398
H 1.789 -1.834 0.635
H 1.679 -1.842 -1.003
H 2.864 0.462 -0.436
H 1.172 2.198 -0.903
H -0.715 1.854 1.071
H -0.190 -0.320 -0.873
H -2.736 -1.513 -0.370
H -2.740 0.976 -1.021
O -0.069 0.031 1.119
```

Kohn-Sham gap: 9.989 eV
Total charge: 0

A single C7H8O2 molecule, computed with wB97M-V/def2-TZVPD.

XYZ file:
```
17
Properties=species:S:1:pos:R:3
C 1.820 0.278 -1.774
C 0.931 0.000 -0.830
C 0.474 -1.262 -0.162
O 0.887 -2.372 -0.248
C -0.642 -0.720 0.736
O -1.421 -1.619 1.428
C -1.311 0.290 -0.288
C 0.045 1.015 -0.169
C 0.045 0.564 1.329
H 2.368 -0.539 -2.245
H 1.956 1.257 -2.228
H -1.915 -1.206 2.153
H -1.709 -0.154 -1.287
H -2.097 0.907 0.142
H 0.249 2.083 -0.460
H -0.666 1.072 2.000
H 0.987 0.408 1.902
```

Kohn-Sham gap: 10.064 eV
Total charge: 0

A single C7H8O3 molecule, computed with wB97M-V/def2-TZVPD.

XYZ file:
```
18
Properties=species:S:1:pos:R:3
C 0.986 -2.607 0.517
C 0.605 -1.461 0.324
C -0.107 0.206 -0.033
O -0.914 0.642 0.968
C -2.198 -0.232 1.152
C 0.913 1.140 -0.433
C 1.046 0.996 -1.935
O -0.181 0.434 -2.431
C -0.930 -0.087 -1.371
O -1.999 -0.595 -1.525
H 1.572 -3.543 0.638
H -2.779 -0.191 0.277
H -2.510 0.245 2.002
H -1.847 -1.196 1.377
H 1.961 0.908 -0.048
H 0.582 2.193 -0.241
H 1.052 1.934 -2.517
H 1.960 0.414 -2.243
```

Kohn-Sham gap: 10.806 eV
Total charge: 0

Number 1: calculated total energy -346.5945 Ha, lowest unoccupied orbital energy 0.182 eV, E_HOMO -8.79 eV. Number 2: calculated total energy -346.4632 Ha, lowest unoccupied orbital energy 0.732 eV, E_HOMO -8.37 eV. Number 3: calculated total energy -346.5155 Ha, lowest unoccupied orbital energy 0.888 eV, E_HOMO -8.70 eV. Number 4: calculated total energy -346.6515 Ha, lowest unoccupied orbital energy 0.950 eV, E_HOMO -8.62 eV. Number 5: calculated total energy -346.7304 Ha, lowest unoccupied orbital energy 0.907 eV, E_HOMO -8.33 eV. Number 6: calculated total energy -346.4287 Ha, lowest unoccupied orbital energy 0.950 eV, E_HOMO -9.04 eV. Number 7: calculated total energy -421.9390 Ha, lowest unoccupied orbital energy 0.609 eV, E_HOMO -9.45 eV. Number 8: calculated total energy -497.0983 Ha, lowest unoccupied orbital energy 0.827 eV, E_HOMO -9.98 eV.